{"formula": "H32O20S", "method": "ωB97M-V/def2-TZVPD", "symbols": ["S", "O", "O", "O", "O", "O", "O", "O", "O", "O", "O", "O", "O", "O", "O", "O", "O", "O", "O", "O", "O", "H", "H", "H", "H", "H", "H", "H", "H", "H", "H", "H", "H", "H", "H", "H", "H", "H", "H", "H", "H", "H", "H", "H", "H", "H", "H", "H", "H", "H", "H", "H", "H"], "coordinates": [[-0.3275, 0.1426, -0.0891], [-1.0625, 0.9286, 0.8919], [4.5265, 0.2356, 0.4069], [-1.9155, 2.7796, -1.2051], [0.1295, 1.5386, 3.2439], [0.0595, -2.8854, 1.6169], [-3.7285, 0.6806, -0.8711], [-0.5195, 0.6836, -1.4041], [2.6995, -1.7404, -0.2021], [2.6525, 0.5016, 2.1109], [-3.2925, -1.9214, 0.7859], [1.0825, 0.2436, 0.1859], [1.1065, -1.5484, -2.8841], [-0.8575, -1.1764, -0.0251], [-2.1085, 2.9666, 1.4419], [2.8425, -2.1344, 2.3369], [-1.3005, -0.0694, -3.5111], [0.8285, 1.9246, -3.2421], [2.4255, 2.3576, -0.4321], [-1.3715, -3.0024, -1.8131], [-2.4585, 0.0236, 2.8459], [2.2375, -2.4354, -0.6541], [2.1145, -0.9404, -0.2581], [-1.9665, 2.9276, -0.2311], [-2.4575, -1.5744, 0.4989], [2.0045, 0.4706, 1.3989], [2.6805, -1.9794, 1.3829], [0.2575, 0.6206, 3.4669], [3.8875, 0.4606, 1.0929], [-1.3225, -2.2494, -1.1951], [-1.7135, 2.0856, 1.3059], [1.9495, 1.5136, -0.2701], [-3.0125, 1.3386, -1.0201], [-1.6695, 3.4516, 2.1299], [2.6225, -0.4464, 2.3889], [-2.1165, -0.5234, -3.3791], [1.7285, 2.1956, -3.1641], [-1.8085, -2.5554, -2.5371], [1.7655, 2.9946, -0.7481], [4.0735, -0.4624, -0.0191], [3.7765, -2.1334, 2.4029], [-0.2755, -2.3944, 0.8889], [0.4415, -0.8614, -3.0031], [0.4215, 1.5386, -2.4341], [-4.0195, -1.4504, 0.3209], [0.2475, -2.2594, 2.3439], [-1.9375, 0.2986, 2.0829], [-1.0295, 0.2966, -2.5971], [-3.5755, -0.0814, -1.4511], [-1.2915, 2.0566, -1.4091], [-0.3115, 1.4136, 2.3879], [1.8485, -1.0564, -2.5631], [-2.9605, -0.7874, 2.6509]], "lowdin_charge": [0.424, -0.324, -0.075, -0.087, -0.057, -0.052, -0.068, -0.331, -0.056, -0.076, -0.064, -0.307, -0.043, -0.300, -0.054, -0.063, -0.081, -0.057, -0.073, -0.064, -0.077, 0.071, 0.028, 0.000, -0.041, -0.037, -0.015, 0.022, -0.047, -0.029, -0.067, -0.024, -0.001, 0.047, 0.018, 0.002, 0.012, 0.005, 0.036, -0.044, 0.032, -0.056, -0.013, -0.015, 0.047, 0.044, -0.047, -0.053, 0.022, -0.025, -0.023, 0.011, 0.022], "orbital_gap_ev": 9.7534, "total_charge": -2, "relative_energy_ev": 3.548}


{"formula": "H33O17", "method": "ωB97M-V/def2-TZVPD", "symbols": ["O", "O", "O", "O", "O", "O", "O", "O", "O", "O", "O", "O", "O", "O", "O", "O", "O", "H", "H", "H", "H", "H", "H", "H", "H", "H", "H", "H", "H", "H", "H", "H", "H", "H", "H", "H", "H", "H", "H", "H", "H", "H", "H", "H", "H", "H", "H", "H", "H", "H"], "coordinates": [[1.9743, 0.4016, -4.3179], [-1.5350, 0.0493, 0.7572], [-2.1495, -2.3848, 3.0084], [-1.9703, -4.9480, 1.2259], [2.1390, -0.9627, -1.6164], [-3.8099, 1.4212, 2.9465], [-0.3102, -3.2379, -5.4276], [-0.0963, 1.9455, -3.8077], [1.0821, 0.3239, 0.2935], [-0.8205, 4.5237, 2.6897], [-4.1817, 0.9168, -4.4203], [0.5432, -2.2630, 2.4480], [4.9734, 1.9228, 3.2117], [4.6983, -0.7413, -0.3247], [0.0896, 2.4511, 0.8262], [-0.8957, 1.8851, 5.0945], [-0.9343, -1.0334, -2.1107], [-2.6755, -4.3806, 1.5528], [-0.4659, 2.3586, 4.3315], [-1.2976, -2.6682, 2.6118], [2.1549, -0.1246, -3.5263], [-3.7717, 2.3802, 2.8169], [-1.6216, -0.8801, -1.4506], [3.8149, -0.4986, -0.6203], [-3.5135, 1.5857, -4.5842], [0.5296, -1.3038, 2.2881], [-0.5772, 2.4444, 1.5021], [-3.6129, 0.1424, -4.0503], [0.2928, 1.2733, -3.2560], [0.4195, 1.8117, -4.6388], [1.7836, -0.1371, -0.7936], [1.7945, -1.8253, -1.3724], [-0.5903, -3.2378, -4.4573], [0.0331, 4.4100, 2.2445], [5.4132, 2.2779, 2.4498], [0.3026, 1.3935, 0.4144], [1.6333, -0.1440, -5.0161], [-0.7530, 3.9330, 3.4657], [-1.3015, 0.8496, 1.2274], [-0.3254, 1.0989, 5.0365], [0.4687, -2.6694, -5.2771], [-0.0671, -2.6149, 1.7571], [-0.5638, -0.0197, 0.2550], [5.2167, 0.0261, -0.5737], [-3.3434, 0.8715, 2.3044], [-1.8928, -5.0381, 0.2855], [-0.2083, -0.8672, -1.5129], [4.7101, 1.0129, 3.0457], [1.8045, 0.4163, 0.9166], [-2.5872, -2.1465, 2.1476]], "lowdin_charge": [-0.059, -0.133, -0.090, -0.047, -0.240, -0.065, -0.097, -0.090, -0.250, -0.065, -0.105, -0.062, -0.053, -0.072, -0.201, -0.068, -0.048, 0.023, 0.026, -0.021, 0.012, 0.040, 0.023, -0.024, 0.016, 0.036, -0.053, 0.082, -0.013, 0.031, 0.082, 0.011, 0.065, 0.034, 0.018, 0.006, 0.029, 0.012, -0.020, 0.044, 0.024, 0.041, 0.070, 0.023, 0.010, 0.024, -0.025, 0.032, 0.042, 0.045], "orbital_gap_ev": 9.3788, "total_charge": -1, "relative_energy_ev": 3.945}


{"formula": "H34Mg5O41S6", "method": "ωB97M-V/def2-TZVPD", "symbols": ["S", "S", "S", "S", "S", "S", "Mg", "Mg", "Mg", "Mg", "Mg", "O", "O", "O", "O", "O", "O", "O", "O", "O", "O", "O", "O", "O", "O", "O", "O", "O", "O", "O", "O", "O", "O", "O", "O", "O", "O", "O", "O", "O", "O", "O", "O", "O", "O", "O", "O", "O", "O", "O", "O", "O", "H", "H", "H", "H", "H", "H", "H", "H", "H", "H", "H", "H", "H", "H", "H", "H", "H", "H", "H", "H", "H", "H", "H", "H", "H", "H", "H", "H", "H", "H", "H", "H", "H", "H"], "coordinates": [[-3.9545, -2.5905, 1.2804], [-1.0952, -0.5302, 3.6115], [-0.0691, -2.2915, -2.3928], [4.7482, -1.2828, 1.4760], [1.6228, 2.5014, -2.1008], [-3.3105, 1.3455, -0.8121], [-3.8847, 0.4274, 2.2533], [3.2104, 0.2532, -3.6845], [-0.3876, 3.1453, -4.4563], [-0.4083, 0.3091, -0.5996], [-2.9992, -3.5802, -1.6112], [-0.9444, -1.9864, 3.6180], [-3.5372, 1.1836, 0.5931], [0.9501, 3.1033, 3.2475], [0.8464, 2.8300, -3.3015], [-2.2579, -0.1685, 2.7942], [-3.6411, 2.7540, -1.1396], [-2.8142, -2.8821, 2.1025], [-0.1048, -0.9121, -1.9059], [-2.1754, 4.4305, 0.6234], [4.2220, -1.1052, 2.8572], [3.0736, -0.9714, -2.0633], [-1.4319, 1.5072, -3.6937], [0.6206, 4.5018, 0.7857], [-3.5061, -2.7197, -0.1332], [-0.4856, 1.5211, 1.1519], [2.4520, 0.6352, 4.2428], [3.7771, -0.6867, 0.5294], [-1.3258, 0.0408, 4.9380], [2.0620, 3.7228, -1.3839], [2.7675, 1.7389, -2.5469], [-0.4369, -3.8224, 1.4103], [2.3944, 2.1470, 1.1822], [0.7950, 1.6234, -1.2306], [-4.1682, 0.5015, -1.6233], [-0.2161, -2.2981, -3.8375], [-3.4575, -1.8308, -2.5773], [2.2810, -3.7256, 0.2237], [1.2296, -2.8399, -2.1045], [-1.2364, -3.0889, -1.8032], [1.3273, -0.0572, -4.1267], [-4.4566, -1.2411, 1.5227], [5.0025, -2.7079, 1.1801], [4.4925, 1.3825, -0.5916], [1.2120, -0.6085, 0.5251], [-1.8982, 1.1327, -1.1572], [-4.8478, 0.7208, -4.1453], [0.0784, 0.0327, 3.0673], [-1.4011, -1.1549, 0.3474], [-4.9979, -3.5210, 1.5887], [1.6985, -1.9040, 3.8481], [6.0010, -0.5828, 1.3090], [-0.9679, -3.4811, 0.6908], [-3.1774, -1.6606, -3.4766], [2.5172, -1.7492, -2.0220], [2.9546, 1.3711, 1.1985], [2.0489, -3.4198, -0.6532], [3.3528, -0.8278, -1.1590], [-2.8526, 4.6006, 1.2781], [-0.2445, 0.9839, 1.9066], [-4.5158, 0.6911, -3.2480], [-1.9957, -1.7450, -0.1158], [1.5187, 2.3711, 3.0089], [1.8833, 2.0572, 0.3779], [2.1605, -0.6729, 0.6359], [4.3586, 0.5648, -0.1123], [0.0688, -4.5345, 1.0184], [0.9713, 4.1822, 1.6170], [0.9143, -1.4030, 3.6240], [1.3806, -2.7951, 3.9935], [1.6383, 0.7279, 3.7473], [-4.2927, 0.1077, -4.6270], [-1.6806, -1.2016, 1.2617], [0.5304, 2.8257, 4.0618], [0.5355, -0.4628, -3.7736], [0.8617, -0.6711, 1.4138], [3.7252, 1.4566, -1.1589], [-2.5197, 3.7030, 0.1054], [1.0381, 0.3734, -4.9312], [-1.6331, 1.3226, -2.7763], [1.2993, 4.2943, 0.1433], [2.3808, 1.2826, 4.9443], [-0.2325, 2.4104, 1.3996], [-3.7561, -0.9807, -2.2540], [2.2076, -2.9476, 0.7764], [-1.8927, 0.8252, -4.1824]], "lowdin_charge": [0.280, 0.267, 0.391, 0.313, 0.406, 0.365, 0.954, 1.077, 0.934, 0.433, 1.002, -0.296, -0.306, -0.047, -0.454, -0.389, -0.324, -0.282, -0.320, -0.056, -0.210, -0.033, -0.084, -0.063, -0.410, -0.041, -0.042, -0.414, -0.344, -0.256, -0.377, -0.034, -0.021, -0.291, -0.312, -0.331, -0.040, -0.050, -0.291, -0.381, -0.053, -0.354, -0.261, -0.059, -0.023, -0.331, -0.052, -0.353, -0.032, -0.323, -0.064, -0.246, -0.019, 0.067, 0.015, 0.034, -0.031, 0.030, 0.022, -0.030, -0.044, 0.010, -0.004, -0.012, -0.002, -0.068, 0.022, -0.013, -0.048, 0.035, -0.023, 0.004, 0.029, 0.053, 0.026, 0.044, -0.051, -0.032, 0.067, 0.005, -0.028, 0.036, 0.042, 0.005, 0.014, 0.069], "orbital_gap_ev": 1.4418, "total_charge": -2}